No. 1
DFT (the ωB97M-V functional and the def2-TZVPD basis) results for C44H74F21HfO25S5 as an isolated structure in a non-equilibrium geometry.

The spin multiplicity is 1. Its HOMO energy is -11.21 eV. As for the net charge: +1. The electronic energy is -7737.98511 Ha. The HOMO-LUMO gap is 9.2 eV.

Cartesian coordinates (Å):
Hf1 0.36805 2.95283 1.49466
C1 0.34176 -0.81246 -0.98720
C2 0.32683 0.37427 -0.00506
O1 -0.66754 0.83975 0.58219
O2 1.32929 1.07827 0.20884
H1 0.89463 -1.64957 -0.56096
H2 0.80339 -0.55034 -1.93919
H3 -0.66881 -1.21311 -1.06678
C3 4.50804 4.53394 0.96236
C4 3.07466 4.12528 1.30230
O3 2.78979 3.05898 1.90329
O4 2.04804 4.67722 0.82486
H4 5.15267 4.30237 1.81026
H5 4.60778 5.61367 0.85137
H6 4.90528 4.02557 0.08381
C5 -2.95696 5.85892 0.84925
C6 -1.85381 4.82011 1.06325
O5 -0.81900 5.09664 1.64618
O6 -1.80299 3.64108 0.67389
H7 -3.71408 5.44641 0.18239
H8 -2.43216 6.69003 0.37814
H9 -3.47294 6.15522 1.76252
C7 3.14759 -1.83152 -3.70491
C8 3.07069 -3.25752 -3.14370
O7 3.01291 -3.29552 -1.71519
C9 4.12832 -3.26661 -1.01632
O8 5.27338 -3.19835 -1.46354
C10 3.89028 -3.37678 0.52376
F1 4.38969 -4.61061 0.84949
F2 4.60141 -2.49346 1.25881
F3 2.61341 -3.37782 0.83303
H10 2.27455 -1.23851 -3.43244
H11 3.23672 -1.89863 -4.78918
H12 4.02912 -1.27079 -3.39413
H13 3.90382 -3.90649 -3.41359
H14 2.13894 -3.64462 -3.55613
C11 -0.43684 0.01316 -8.22277
C12 -0.05599 -0.00964 -6.77984
O9 1.31193 0.18075 -6.61875
C13 1.79982 1.35311 -6.32534
O10 1.09059 2.42453 -6.38915
C14 3.36171 1.36036 -6.18058
F4 3.92235 1.61682 -7.32222
F5 3.87619 2.27768 -5.37476
F6 3.72173 0.17240 -5.72941
H15 -1.50159 -0.21513 -8.27064
H16 0.01345 -0.68502 -8.92838
H17 -0.35277 1.04501 -8.56383
H18 -0.32602 -0.96331 -6.32631
H19 -0.70271 0.72598 -6.30159
C15 -0.96058 -3.98989 -5.00008
C16 -1.01671 -3.34797 -3.58639
O11 -0.40049 -4.18823 -2.62679
C17 -1.18760 -4.83985 -1.70879
O12 -2.44720 -4.66205 -1.65937
C18 -0.31971 -5.83210 -0.89249
F7 0.74976 -5.21357 -0.45301
F8 -1.05274 -6.22542 0.13124
F9 -0.05908 -6.90798 -1.66308
H20 -1.47006 -4.95333 -5.01799
H21 0.04775 -4.07203 -5.40582
H22 -1.41305 -3.26600 -5.67783
H23 -2.05680 -3.15036 -3.32704
H24 -0.49458 -2.39136 -3.56689
C19 -3.45697 -1.33201 0.11403
C20 -3.77567 -0.30308 -1.05342
O13 -4.47632 -0.72846 -2.20564
C21 -3.97800 -0.85368 -3.46271
O14 -2.75911 -0.65582 -3.67566
C22 -4.97133 -1.25687 -4.53246
F10 -4.72888 -2.49234 -4.92084
F11 -6.26316 -1.14358 -4.06267
F12 -4.79133 -0.36459 -5.48648
H25 -2.96590 -0.90718 0.98952
H26 -2.66677 -1.97915 -0.26664
H27 -4.32542 -1.96141 0.30831
H28 -2.82768 0.19110 -1.26601
H29 -4.40191 0.43178 -0.54755
C23 6.03421 0.17466 1.71616
C24 5.31027 0.61282 0.45265
O15 6.29072 1.16663 -0.33222
C25 5.91754 1.73696 -1.50591
O16 4.71042 1.88217 -1.83336
C26 7.01738 2.36415 -2.23865
F13 8.25692 2.00663 -1.95877
F14 6.82833 2.26943 -3.55286
F15 6.94059 3.67106 -2.00892
H30 5.34990 0.09105 2.56045
H31 6.80746 0.90032 1.96837
H32 6.63911 -0.72290 1.58735
H33 4.58879 1.31981 0.86221
H34 4.66928 -0.17918 0.06540
C27 1.14759 -5.84551 2.73152
C28 1.02886 -6.41476 4.13285
O17 0.88468 -7.84527 4.00344
C29 -0.37397 -8.40502 3.68774
O18 -1.37299 -7.68660 3.59739
C30 -0.34408 -9.92422 3.49013
F16 0.04072 -10.15174 2.21539
F17 0.52887 -10.45647 4.36643
F18 -1.51438 -10.41219 3.74513
H35 0.26994 -5.99509 2.10267
H36 2.03214 -6.32582 2.31323
H37 1.30559 -4.76797 2.77669
H38 0.23339 -6.00368 4.75440
H39 1.96886 -6.26409 4.66369
C31 -5.69461 2.92390 0.03469
C32 -6.76340 3.88726 -0.47720
O19 -6.23464 5.17122 -0.59024
C33 -7.07704 6.24549 -0.77459
O20 -8.34772 6.29676 -0.75347
C34 -6.30848 7.56318 -1.06584
F19 -4.96587 7.40281 -1.02283
F20 -6.61877 7.90723 -2.31577
F21 -6.75079 8.42626 -0.11948
H40 -5.39570 3.20444 1.04466
H41 -4.73682 2.93040 -0.48559
H42 -6.13986 1.93637 -0.08632
H43 -7.63061 3.99620 0.17408
H44 -7.22520 3.43778 -1.35630
C35 -2.56405 -4.24413 4.34899
S1 -2.73872 -2.66648 3.52098
O21 -3.41173 -1.74646 4.53915
C36 -0.95557 -2.30574 3.25339
H45 -3.49786 -4.80348 4.40599
H46 -2.31783 -4.18455 5.40914
H47 -1.78006 -4.86965 3.92218
H48 -0.63057 -3.00930 2.48691
H49 -0.33876 -2.61355 4.09773
H50 -0.80617 -1.25907 2.98833
C37 -3.95876 1.69590 3.02564
S2 -2.26120 1.21733 3.56154
O22 -1.26510 2.23347 3.00227
C38 -2.47673 1.74272 5.32259
H51 -3.90823 1.61598 1.93975
H52 -4.21139 2.71928 3.30307
H53 -4.72415 1.03143 3.42659
H54 -2.65057 2.81847 5.29729
H55 -1.60816 1.57680 5.95991
H56 -3.42469 1.30436 5.63452
C39 2.41733 -1.15269 2.97843
S3 2.09267 0.40638 3.85610
O23 1.00989 1.26656 3.12549
C40 1.17424 -0.15766 5.33305
H57 2.81039 -0.82340 2.01657
H58 1.48697 -1.72054 2.96956
H59 3.23172 -1.62740 3.52572
H60 1.78421 -0.81689 5.95066
H61 0.21413 -0.62691 5.11833
H62 1.11747 0.70072 6.00242
C41 0.47433 6.16428 5.00684
S4 0.59275 4.34645 5.00542
O24 0.67234 3.85922 3.52994
C42 2.22992 4.08255 5.76675
H63 -0.42135 6.41686 4.43933
H64 1.39248 6.65765 4.68796
H65 0.41315 6.47432 6.05003
H66 3.04752 4.41822 5.12881
H67 2.38568 3.09495 6.20089
H68 2.43700 4.70225 6.63922
C43 -0.38890 1.85395 -3.10636
S5 0.40044 3.37650 -2.31347
O25 0.39542 3.31384 -0.79592
C44 2.12122 2.96313 -2.80682
H69 -1.00007 2.11989 -3.96882
H70 -1.04619 1.40668 -2.36068
H71 0.27506 1.03745 -3.39025
H72 2.78547 3.54151 -2.16468
H73 2.18265 3.13998 -3.88063
H74 2.21115 1.90560 -2.55855

These are the Löwdin partial charges, in e, on atoms 1 to 4: Hf 2.0530; C 0.0485; C -0.6912; O -0.0828

---

No. 2
DFT (the ωB97M-V functional and the def2-TZVPD basis) results for a 3-piece molecular cluster, C44H76Br2IN2O4P overall in a non-equilibrium geometry.

The spin multiplicity is 3. Its HOMO energy (alpha / beta) is -8.29 / -8.47 eV. As for the net charge: 0. The electronic energy is -7919.46859 Ha. The HOMO-LUMO gap (alpha / beta) is 8.5 / 8.7 eV.

Cartesian coordinates (Å):
C1 -0.55434 -4.81493 -3.09527
C2 0.34438 -3.62283 -2.74831
C3 1.82972 -3.93045 -2.94845
C4 2.82367 -2.74429 -2.82131
C5 2.19097 -1.40570 -2.40833
C6 3.22751 -0.30030 -2.25877
C7 2.60263 1.06380 -1.91277
C8 1.65635 0.92995 -0.69312
C9 1.55310 2.25014 0.08618
P1 0.09380 2.75117 1.09304
C10 -1.17527 4.19242 0.73999
C11 -1.85706 4.84782 1.91963
O1 -1.76080 6.01107 2.14403
I1 -3.16504 3.73979 3.23077
C12 0.07743 1.64121 2.57445
C13 0.17365 0.13503 2.42302
O2 0.38819 -0.48817 1.41605
C14 0.08223 -0.60616 3.74410
C15 1.13871 -1.43904 4.07414
C16 1.11595 -2.18454 5.25039
C17 -0.00327 -2.08791 6.06746
C18 -1.05868 -1.25110 5.73817
C19 -1.02626 -0.49772 4.57487
C20 -1.21750 1.62993 0.08855
Br1 -2.50501 0.51761 1.03508
C21 -1.48553 1.65755 -1.21264
C22 -2.49612 0.86722 -1.99014
Br2 -0.56354 2.95071 -2.30964
C23 1.10161 4.16060 2.04406
C24 0.87545 4.23221 3.57055
C25 2.60744 4.34939 1.77180
C26 3.58214 3.41886 2.54492
H1 -1.52473 -4.68279 -2.60930
H2 -0.75320 -4.85909 -4.16643
H3 -0.15274 -5.76392 -2.73938
H4 0.01115 -2.76476 -3.33375
H5 0.16168 -3.35413 -1.70359
H6 2.09242 -4.69129 -2.20929
H7 1.93421 -4.40321 -3.92939
H8 3.50908 -2.98579 -2.00066
H9 3.45300 -2.64661 -3.70658
H10 1.46254 -1.10314 -3.16740
H11 1.68298 -1.59477 -1.46399
H12 3.88406 -0.55805 -1.41765
H13 3.84791 -0.23312 -3.15453
H14 2.06636 1.45311 -2.78045
H15 3.41761 1.75818 -1.68597
H16 0.72574 0.49717 -1.04415
H17 2.11012 0.15849 -0.06970
H18 2.39124 2.18545 0.78346
H19 1.80811 3.07538 -0.57704
H20 -2.01590 3.85327 0.12573
H21 -0.69362 4.96963 0.15130
H22 -0.69972 1.89286 3.29133
H23 1.03481 1.82736 3.07646
H24 1.99263 -1.53287 3.41274
H25 1.93573 -2.84726 5.49034
H26 -0.05260 -2.67776 6.97470
H27 -1.91833 -1.20601 6.39483
H28 -1.84078 0.15881 4.29236
H29 -3.50230 1.03360 -1.60141
H30 -2.50253 1.14353 -3.04130
H31 -2.29471 -0.20189 -1.90005
H32 0.69613 5.12509 1.73369
H33 -0.15640 4.03550 3.86727
H34 1.10854 5.24281 3.91508
H35 1.50026 3.54330 4.14077
H36 2.85863 5.36289 2.11347
H37 2.87067 4.37939 0.71636
H38 4.00069 3.91314 3.41791
H39 4.41618 3.15322 1.89316
H40 3.08929 2.49501 2.85164
C27 -8.71852 5.63458 -3.95426
C28 -8.10850 4.24750 -4.27440
C29 -8.84226 3.11042 -3.54875
C30 -8.49755 2.96391 -2.06762
C31 -6.98328 2.88172 -1.87972
C32 -6.25345 4.07147 -2.50362
N1 -6.65233 4.21634 -3.93974
O3 -6.01501 3.37108 -4.68487
C33 -6.54785 5.33590 -1.67439
C34 -4.74495 3.86451 -2.43401
C35 -8.30379 4.04477 -5.77486
H41 -8.18699 6.18797 -3.18891
H42 -8.69438 6.27177 -4.83894
H43 -9.75824 5.54349 -3.63726
H44 -8.59546 2.16678 -4.04570
H45 -9.91724 3.25270 -3.67435
H46 -8.92014 3.79022 -1.48963
H47 -8.95985 2.05382 -1.68022
H48 -6.73374 2.83173 -0.81728
H49 -6.61880 1.95324 -2.33141
H50 -6.13405 6.22437 -2.15386
H51 -6.07947 5.23655 -0.69480
H52 -7.60601 5.50233 -1.48833
H53 -4.43372 2.93286 -2.89901
H54 -4.43065 3.83570 -1.38915
H55 -4.21445 4.68278 -2.92396
H56 -7.71958 4.76437 -6.34937
H57 -9.35833 4.19732 -6.00945
H58 -8.02612 3.04393 -6.09975
C36 4.48103 -4.52606 3.36445
C37 4.67942 -4.54061 1.82830
C38 3.97635 -5.72798 1.15575
C39 4.70856 -7.06201 1.28416
C40 6.16139 -6.91737 0.83266
C41 6.89746 -5.80510 1.58090
N2 6.12855 -4.52504 1.47499
O4 6.32723 -3.95368 0.33010
C42 7.11789 -6.23777 3.04260
C43 8.28709 -5.59400 0.98787
C44 3.99274 -3.26785 1.34797
H59 5.30248 -4.93418 3.94317
H60 4.37320 -3.49687 3.71005
H61 3.57656 -5.06840 3.64518
H62 3.86612 -5.50428 0.08945
H63 2.96523 -5.81093 1.55908
H64 4.65241 -7.43418 2.31081
H65 4.20829 -7.80730 0.66266
H66 6.69919 -7.85687 0.97789
H67 6.18150 -6.70763 -0.24143
H68 7.54001 -5.42301 3.63295
H69 7.82400 -7.06793 3.06651
H70 6.21575 -6.59244 3.53549
H71 8.25172 -5.38692 -0.07956
H72 8.88131 -6.49579 1.13500
H73 8.79774 -4.76539 1.48093
H74 4.50168 -2.37900 1.72541
H75 2.96965 -3.25744 1.72865
H76 3.93941 -3.19212 0.26253

These are the Löwdin partial charges, in e, on atoms 1 to 4: C -0.1170; C -0.2830; C -0.2027; C -0.1891

---

No. 3
DFT (the ωB97M-V functional and the def2-TZVPD basis) results for a 7-piece molecular cluster, C44H76F4N2O13 overall in a non-equilibrium geometry.

The spin multiplicity is 1. Its HOMO energy is -8.66 eV. As for the net charge: 0. The structure (SMILES) is CCCCCCCCCCCCCN[C@@H]([C@@H](NCC)OC)C(F)(F)C(F)F.O=C1CCCO1.O=C1CCCO1.O=C1CCCO1.O=C1CCCO1.O=C1CCCO1.O=C1CCCO1. The electronic energy is -3208.92036 Ha. The HOMO-LUMO gap is 9.0 eV.

Cartesian coordinates (Å):
C1 1.72429 2.71081 -3.32030
C2 2.27689 1.31423 -2.62763
C3 2.25987 1.35601 -0.97094
C4 3.03319 2.65262 -0.32633
C5 2.22361 3.40989 0.88231
C6 1.37097 2.41868 1.87335
C7 2.26931 1.30091 2.67169
C8 1.25360 0.23272 3.45839
C9 1.00744 -1.15995 2.57734
C10 -0.43882 -0.98210 1.82456
C11 -0.91248 -2.31010 0.95000
C12 -1.70629 -1.86355 -0.43162
C13 -2.95229 -0.82560 -0.18834
N1 -3.46705 -0.13679 -1.43319
C14 -2.45568 0.80460 -2.04891
C15 -2.13386 0.54103 -3.63512
N2 -1.96846 -0.91033 -4.02584
C16 -0.52126 -1.34422 -4.09545
C17 0.28542 -0.75652 -5.43333
O1 -3.24644 1.07227 -4.48319
C18 -2.74317 2.04102 -5.46883
C19 -2.89879 2.39938 -1.80795
F1 -4.30094 2.68052 -2.19406
F2 -2.03173 3.31615 -2.62810
C20 -2.71846 2.88530 -0.24452
F3 -1.30705 3.31315 0.04368
F4 -3.54242 4.14249 -0.11055
H1 1.33731 3.50244 -2.54509
H2 2.61206 3.13162 -3.98993
H3 0.87455 2.39568 -4.09700
H4 3.31483 0.95770 -3.07391
H5 1.49700 0.46640 -2.92790
H6 2.85280 0.39565 -0.60369
H7 1.14293 1.23019 -0.64301
H8 4.08760 2.28137 0.06879
H9 3.28598 3.48845 -1.13695
H10 1.52745 4.22951 0.36823
H11 3.02241 4.02135 1.51322
H12 0.88641 3.11999 2.70740
H13 0.47048 1.91053 1.31715
H14 2.88915 1.81874 3.54243
H15 2.95363 0.63436 1.96277
H16 0.17341 0.70406 3.61367
H17 1.66382 -0.07718 4.52164
H18 1.01011 -2.08631 3.32571
H19 1.92135 -1.28324 1.84053
H20 -0.35309 -0.09812 1.03583
H21 -1.32526 -0.65685 2.55219
H22 -1.60684 -3.04575 1.55605
H23 0.05928 -2.94029 0.66071
H24 -0.86835 -1.37789 -1.12950
H25 -2.08249 -2.81515 -0.99930
H26 -3.86054 -1.48147 0.22438
H27 -2.76060 -0.00410 0.62498
H28 -4.34402 0.34805 -1.13593
H29 -1.41151 0.70456 -1.47933
H30 -1.09953 1.09387 -3.85820
H31 -2.56443 -1.55808 -3.46583
H32 0.06980 -1.17544 -3.09370
H33 -0.53894 -2.52691 -4.25757
H34 0.15594 0.39888 -5.57824
H35 -0.07927 -1.38006 -6.38002
H36 1.44737 -1.00755 -5.33930
H37 -1.64194 1.86652 -5.82307
H38 -2.94317 3.11696 -5.01993
H39 -3.44074 1.96149 -6.42975
H40 -3.14943 2.14208 0.55022
O2 1.95151 1.25781 -6.03807
C21 3.05483 0.84254 -6.35179
C22 3.97018 1.47863 -7.35363
C23 4.96094 0.37443 -7.62296
C24 4.97130 -0.38422 -6.32171
O3 3.64944 -0.25581 -5.80020
H41 4.44705 2.35120 -6.89861
H42 3.42835 1.76114 -8.25918
H43 5.94947 0.73595 -7.91838
H44 4.58274 -0.27054 -8.42545
H45 5.67503 0.04077 -5.59832
H46 5.20884 -1.44195 -6.46799
O4 8.78452 2.54688 -5.76625
C25 8.08734 2.56445 -4.76535
C26 8.04448 3.67104 -3.75550
C27 7.35493 3.00894 -2.58951
C28 6.48051 1.98342 -3.26228
O5 7.19714 1.58504 -4.42997
H47 7.45645 4.50022 -4.15863
H48 9.05120 4.00244 -3.49074
H49 6.79515 3.70516 -1.95936
H50 8.09925 2.50623 -1.96000
H51 5.51467 2.39799 -3.56963
H52 6.30545 1.11363 -2.62240
O6 0.73928 -4.60113 2.64785
C29 1.91032 -4.53403 2.31268
C30 3.00542 -5.43621 2.79537
C31 4.24313 -4.67633 2.39033
C32 3.78151 -3.91850 1.17316
O7 2.40071 -3.64199 1.40275
H53 2.93061 -6.39714 2.27882
H54 2.95506 -5.57312 3.87802
H55 5.10660 -5.31806 2.19605
H56 4.51739 -3.97122 3.18445
H57 3.87149 -4.51025 0.25615
H58 4.32907 -2.98026 1.04473
O8 -4.12950 0.92925 2.78227
C33 -5.28274 1.05103 2.40360
C34 -5.85107 2.25966 1.72361
C35 -7.33515 2.02351 1.84664
C36 -7.42952 0.52030 1.86657
O9 -6.23327 0.07613 2.50491
H59 -5.52559 2.26859 0.67968
H60 -5.54738 3.17754 2.23223
H61 -7.91907 2.48089 1.04353
H62 -7.69391 2.43043 2.79991
H63 -7.46732 0.09276 0.85913
H64 -8.29961 0.17358 2.43167
O10 3.12627 -0.54866 6.65042
C37 2.12644 -1.18417 6.94137
C38 1.55073 -1.31589 8.31882
C39 0.60887 -2.48227 8.15800
C40 0.20713 -2.38468 6.70955
O11 1.34534 -1.84642 6.03832
H65 1.01850 -0.39514 8.57331
H66 2.33076 -1.52847 9.05352
H67 -0.24225 -2.45516 8.84357
H68 1.15223 -3.41939 8.32997
H69 -0.64027 -1.70788 6.55787
H70 -0.04088 -3.36320 6.28812
O12 -10.44105 -3.82516 5.12399
C41 -9.34030 -3.30120 5.07944
C42 -9.05058 -1.93228 4.54251
C43 -7.55312 -1.97015 4.37051
C44 -7.12259 -2.93976 5.43981
O13 -8.19582 -3.87266 5.55673
H71 -9.35660 -1.18641 5.28132
H72 -9.55969 -1.76633 3.59031
H73 -7.07732 -0.99008 4.46124
H74 -7.30727 -2.37543 3.38141
H75 -6.97678 -2.45175 6.40922
H76 -6.20387 -3.46696 5.16661

These are the Löwdin partial charges, in e, on atoms 1 to 4: C -0.1265; C -0.2320; C -0.2052; C -0.2244